[1]
Here is the molecule C3H5N3O at a distorted geometry from the OMol25 dataset. Energies are from wB97M-V/def2-TZVPD.

Output
Energy above the lowest of the compared OMol25 structures with the same formula, charge and spin = 4.527 eV
Highest occupied orbital energy = -8.1411 eV
Net charge = 0
Total energy = -356.69102 Eh

XYZ file:
```
12
Properties=species:S:1:pos:R:3:lowdin_charge:R:1
C -0.0360 -0.6557 1.2871 -0.178
C -0.2554 -0.9840 -0.1728 -0.197
N -0.3799 0.3688 -0.6888 -0.054
C 1.0105 0.9486 -0.8210 -0.259
N -1.1060 1.3517 1.0444 0.157
N -0.6301 0.4365 1.6510 -0.131
O 2.0143 0.3837 -1.1291 0.091
H -1.1139 0.6143 -1.3368 0.131
H 0.1360 -1.4156 2.0283 0.087
H 0.6270 -1.4841 -0.5773 0.108
H -1.1384 -1.6027 -0.3768 0.118
H 0.8718 2.0384 -0.9082 0.128
```

[2]
Here is a structure of composition C3H5N3O at a distorted geometry from the OMol25 dataset. Energies are from wB97M-V/def2-TZVPD.

Output
Energy above the lowest of the compared OMol25 structures with the same formula, charge and spin = 7.419 eV
Highest occupied orbital energy = -9.0020 eV
Net charge = 0
Total energy = -356.58474 Eh

XYZ file:
```
12
Properties=species:S:1:pos:R:3:lowdin_charge:R:1
C -0.3729 0.1755 -1.4326 -0.141
C 0.9627 -0.2677 -1.3239 -0.004
C 0.8975 -0.5420 0.0098 -0.531
H 0.9517 0.4695 2.0004 0.168
H -1.2741 0.3678 2.7020 0.205
H -2.0525 0.2581 -0.2811 0.119
H -0.9214 0.1434 -2.5216 0.175
H 1.9561 -0.2839 -1.9900 0.173
N -0.2496 0.6583 1.7004 -0.074
N -0.5197 -0.4110 0.7041 -0.104
N -1.0907 0.3637 -0.3660 -0.012
O 1.7129 -0.9318 0.7986 0.025
```

[3]
Here is the molecule C3H5N3O from the OMol25 dataset. Energies are from wB97M-V/def2-TZVPD.

Output
Energy above the lowest of the compared OMol25 structures with the same formula, charge and spin = 1.149 eV
Highest occupied orbital energy = -10.1427 eV
Net charge = 0
Total energy = -356.81514 Eh

XYZ file:
```
12
Properties=species:S:1:pos:R:3:lowdin_charge:R:1
O 1.7817 -1.4829 -0.7557 -0.059
C 0.5615 -0.9794 -1.2673 -0.211
C -0.1610 -0.1376 -0.2579 -0.366
N -0.8246 -0.6915 0.7426 0.098
N -1.2413 0.3820 1.4373 0.000
C -0.8300 1.5138 0.8398 -0.175
N -0.1385 1.2249 -0.2397 0.125
H 1.5701 -1.9537 0.0608 0.084
H -0.1012 -1.7922 -1.5980 0.117
H 0.8147 -0.3628 -2.1322 0.119
H -1.7924 0.2620 2.2713 0.149
H -1.0563 2.5021 1.2165 0.120
```

[4]
Here is the molecule C3H5N3O from the OMol25 dataset. Energies are from wB97M-V/def2-TZVPD.

Output
Energy above the lowest of the compared OMol25 structures with the same formula, charge and spin = 2.182 eV
Highest occupied orbital energy = -8.8378 eV
Net charge = 0
Total energy = -356.77718 Eh

XYZ file:
```
12
Properties=species:S:1:pos:R:3:lowdin_charge:R:1
N 0.0953 1.6682 -0.3172 0.084
C 0.4774 0.3256 -0.1228 -0.284
C 1.6497 -0.3361 -0.0518 -0.072
O 1.4276 -1.6446 0.1682 -0.061
N 0.0651 -1.8681 0.2676 0.100
C -0.4948 -0.6995 0.1050 -0.380
N -1.8588 -0.4712 0.2087 0.121
H -0.3366 1.8810 0.5749 0.089
H 0.8949 2.2884 -0.4310 0.089
H 2.6826 -0.0283 -0.1343 0.129
H -2.1927 0.2055 -0.4671 0.090
H -2.4097 -1.3207 0.1998 0.095
```

[5]
Here is the molecule C3H5N3O2S at a distorted geometry from the OMol25 dataset. Energies are from wB97M-V/def2-TZVPD.

Output
Energy above the lowest of the compared OMol25 structures with the same formula, charge and spin = 2.530 eV
Highest occupied orbital energy = -8.7927 eV
Net charge = 0
Total energy = -830.11934 Eh

XYZ file:
```
14
Properties=species:S:1:pos:R:3:lowdin_charge:R:1
C 0.3053 1.3554 -0.0656 -0.255
C 1.5996 1.6282 -0.3149 -0.436
C -0.3820 -0.7578 0.8947 -0.265
N -0.0980 0.4733 0.8497 0.045
N -0.5001 -1.6153 -0.1367 0.122
N 2.6645 -0.9324 -0.1054 -0.677
O 1.9254 -1.0771 -1.0506 -0.035
O 3.3103 -1.7737 0.4514 0.010
S 2.8602 0.7331 0.5139 1.001
H -0.4769 1.9754 -0.4967 0.121
H 1.9166 2.4465 -0.9327 0.047
H -0.6119 -1.1749 1.8717 0.129
H -0.5268 -2.6042 0.0477 0.104
H -0.1245 -1.3453 -1.0362 0.089
```

[6]
Here is a cluster of 2 separate species, C3H5N3O4 in total at a distorted geometry from the OMol25 dataset. Energies are from wB97M-V/def2-TZVPD.

Output
Energy above the lowest of the compared OMol25 structures with the same formula, charge and spin = 6.436 eV
Highest occupied orbital energy = -6.7429 eV
Net charge = 0
Total energy = -582.33343 Eh

XYZ file:
```
15
Properties=species:S:1:pos:R:3:lowdin_charge:R:1
C 0.4590 0.5176 -1.5348 -0.093
C 3.4146 -1.1922 0.2538 -0.347
C -0.5459 0.0906 -0.6434 -0.131
N 1.6618 0.5573 -3.4373 -0.075
N 0.4036 0.2734 -2.9145 -0.369
N -0.3951 -0.0203 0.8403 0.117
O 2.4838 -0.6990 0.7876 0.150
O 4.3365 -1.6990 -0.2468 0.240
O 1.8718 0.1350 -4.5828 -0.071
O -0.4922 -0.4276 -3.4490 -0.120
H 1.3599 1.0994 -1.1238 0.129
H -1.4651 -0.4840 -1.0103 0.118
H -0.1255 -0.9663 1.1694 0.149
H -1.2345 0.2204 1.3683 0.157
H 0.5572 0.4165 0.9959 0.145
```